19
Properties=species:S:1:pos:R:3:forces:R:3 method="wB97M-V/def2-TZVPD" energy_ha=-327.6264 orbital_gap_ev=6.32 e_homo_ev=-2.28 lumo_ev=4.04 smiles=C[C@@H](C[O-])N(C)C total_charge=-1 e_above_lowest_ev=1.896
C -0.441868 0.244639 1.611514 2.0 2.3 -1.9
C -0.732480 -0.241507 0.114147 -0.7 2.8 0.6
C -1.742925 0.944264 -0.615900 0.0 -1.6 0.5
O -1.316470 2.161944 -0.738010 1.3 1.6 0.4
N 0.442819 -0.527617 -0.723056 0.0 0.8 0.5
C 1.297178 0.622708 -0.869659 -1.5 2.0 0.6
C 1.139690 -1.647579 -0.234889 -0.5 -1.3 1.8
H -0.286849 1.393045 1.648022 -0.5 -1.6 -0.4
H 0.541649 -0.105254 1.986875 -0.7 -0.4 0.1
H -1.269461 0.035984 2.238773 -0.7 -0.5 0.7
H -1.248444 -1.169068 0.283687 -0.6 -0.5 -0.6
H -2.675298 0.888732 -0.015173 -0.3 -0.5 0.6
H -2.038863 0.570699 -1.603939 0.0 -1.2 -0.5
H 1.787838 0.944329 0.145947 -1.0 -0.2 -1.5
H 2.102630 0.440113 -1.530158 1.0 -0.6 -0.9
H 0.593687 1.399611 -1.357858 1.4 -0.5 1.4
H 1.899444 -1.462522 0.659132 -1.6 -0.3 -1.2
H 1.684410 -2.171953 -0.980341 0.9 -0.2 -1.0
H 0.263313 -2.320568 -0.019113 1.4 -0.1 0.7

---

18
Properties=species:S:1:pos:R:3:forces:R:3 method="wB97M-V/def2-TZVPD" energy_ha=-438.9148 orbital_gap_ev=6.78 e_homo_ev=-3.97 lumo_ev=2.81 total_charge=-1 e_above_lowest_ev=1.918
O -1.022816 -0.435197 1.919823 -0.5 0.1 -0.1
C -0.579504 0.745709 2.028320 -1.0 -1.7 0.5
O -1.224081 1.758407 2.316897 -0.3 1.1 0.0
C 0.908295 0.828703 1.842729 0.0 -5.0 -2.8
C 1.116338 0.343226 0.250531 -2.3 3.5 2.3
C 0.449570 1.547832 -0.574952 1.5 -1.6 -0.3
N 1.567736 -0.297739 2.582740 -1.3 -1.0 0.1
H 1.164399 1.769530 2.132444 1.7 2.6 0.5
H 0.586100 -0.622115 0.249276 0.0 0.6 -0.5
H 2.127667 0.223845 0.010264 1.6 -0.1 -0.2
H 0.606770 1.368185 -1.656675 -0.5 0.1 0.3
H -0.578922 1.637631 -0.286535 -0.6 -0.1 -0.2
H 0.914635 2.524064 -0.362536 0.1 -0.5 0.2
H 0.992870 -1.146126 2.177178 1.3 2.0 1.3
H 1.247825 -0.250991 3.580174 0.3 -0.1 -1.1
H -3.252504 -3.886603 -5.138043 -0.1 -0.4 0.7
H -2.150700 -2.838933 -5.325279 0.8 0.4 0.7
O -2.873680 -3.269427 -5.746355 -0.6 0.0 -1.4

---

48
Properties=species:S:1:pos:R:3:forces:R:3 method="wB97M-V/def2-TZVPD" spin_multiplicity=2 energy_ha=-1165.3402 orbital_gap_ev="9.02 / 4.20" e_homo_ev="-16.44 / -16.44" lumo_ev="-7.42 / -12.24" total_charge=+2
O 0.220805 1.060539 2.972655 -4.0 0.2 -2.0
C -0.788311 1.097072 2.253056 1.9 0.0 0.6
O -2.070724 1.448916 2.484764 0.5 0.1 2.7
C -0.644969 0.935841 0.649082 -0.1 -5.0 3.6
C -0.167976 2.256927 0.297354 -1.3 2.3 -4.7
C 0.580518 2.031867 -0.993557 -4.3 -1.9 2.7
C 1.627157 2.659064 -1.462591 6.8 2.9 -4.1
N -1.885430 0.416089 -0.036410 -0.6 5.3 -0.4
H -2.282622 1.648043 3.484344 0.8 -0.6 -2.4
H 0.043638 -0.003772 0.597459 -0.4 2.2 -0.1
H -1.089721 3.009663 0.196598 1.8 -1.4 0.0
H 0.518567 2.810579 0.863924 0.9 0.4 1.7
H 0.340595 1.102534 -1.459012 -0.3 -0.6 -0.6
H 2.165933 2.211115 -2.479823 -1.5 1.5 2.7
H 2.148734 3.589905 -1.012374 -1.0 -1.7 -0.6
H -2.273170 1.236865 -0.753971 0.0 -1.7 2.0
H -1.726053 -0.249618 -0.753457 0.6 -1.8 -0.7
H -2.556623 0.040018 0.697947 -0.2 0.2 -1.1
H 3.080428 -2.607073 0.519859 -0.7 2.1 3.5
H 4.048808 -3.144093 -0.268507 6.4 -1.1 -0.5
O 3.180221 -3.046010 -0.261719 -5.6 -1.1 -3.3
H -2.637339 -1.242798 -3.379371 0.4 1.7 1.6
H -1.253133 -0.923344 -3.113495 0.7 0.4 0.2
O -2.111821 -0.605749 -2.775086 -1.2 -1.8 -1.7
H -2.951838 2.869776 -2.612920 0.0 -0.3 2.3
H -3.120109 3.144754 -0.959515 -0.4 0.3 -1.1
O -2.757791 2.580571 -1.663184 0.3 0.1 -0.9
H 2.764302 -2.188071 -1.664904 -0.3 0.9 -1.0
H 2.944794 -2.004498 -3.179182 2.2 -2.0 -3.3
O 2.555301 -1.596419 -2.482075 -1.7 1.2 4.4
H -0.097309 -2.000621 -1.253897 -0.6 -0.8 -0.3
H -1.547771 -2.553181 -0.720679 0.2 -0.5 -1.1
O -0.790769 -1.985862 -0.580190 0.7 0.7 1.2
H 4.771144 -0.677264 1.672930 -0.1 -0.1 0.1
H 3.286377 -0.941224 2.251016 3.3 -1.4 -2.3
O 4.076846 -1.347371 1.618961 -3.2 1.7 2.5
H -0.695754 -2.299517 1.379890 -0.2 0.8 0.9
H -0.837555 -2.758148 2.701952 1.4 -7.7 5.2
O -0.980147 -2.029023 2.296183 -1.0 6.9 -6.2
H 2.782270 1.944969 1.144429 -0.7 1.3 -2.0
H 2.224329 2.151447 2.720484 0.7 -0.3 -1.9
O 2.824930 1.749562 2.037605 0.3 -1.1 3.9
H -3.879728 -1.403031 1.873732 0.2 -0.4 0.0
H -2.701723 -1.789133 0.951292 1.7 -1.5 0.8
O -3.509325 -1.339586 0.985844 -2.1 1.6 -0.2
H 1.133940 -1.424470 -3.429271 -1.4 -0.4 -0.3
H 0.269767 -1.178942 -4.780793 -0.2 -1.1 2.6
O 0.198262 -1.535584 -3.813743 1.6 1.4 -2.2

---

21
Properties=species:S:1:pos:R:3:forces:R:3 method="wB97M-V/def2-TZVPD" spin_multiplicity=2 energy_ha=-454.2559 orbital_gap_ev="4.08 / 4.37" e_homo_ev="-14.36 / -14.36" lumo_ev="-10.28 / -9.98" total_charge=+2 e_above_lowest_ev=0.000
C -1.200073 1.435615 -2.226162 -0.1 0.0 0.0
C -0.698948 1.547105 -0.811202 0.2 -2.4 0.3
O 0.166352 2.688571 -0.655610 1.9 2.2 0.3
La 0.086372 5.110828 0.738910 0.0 -1.0 -0.6
H -0.362591 1.294814 -2.923093 -0.2 0.0 0.2
H -1.766053 2.334308 -2.497331 0.1 -0.2 0.0
H -1.862694 0.565334 -2.303083 0.2 0.2 0.0
H -1.502886 1.713830 -0.077311 0.1 -0.1 -0.1
O 0.071483 0.402412 -0.496904 -1.0 1.2 -0.8
H 1.031290 2.461800 -1.100820 -1.1 0.0 0.4
C 0.277974 -3.473207 1.044651 0.3 -0.7 0.1
O -0.141745 -2.144584 0.860633 -0.2 0.8 -0.1
C 0.878748 -1.206241 1.081253 0.2 -0.5 0.1
C 0.350260 0.189649 0.877301 -0.1 0.2 0.6
H -0.581901 -4.124857 0.851297 0.2 0.2 0.1
H 1.092234 -3.735076 0.347350 -0.2 0.1 0.2
H 0.632666 -3.639155 2.076828 -0.1 0.0 -0.3
H 1.728828 -1.388147 0.398189 -0.1 0.1 0.1
H 1.259006 -1.284966 2.116380 0.0 0.1 -0.2
H 1.105010 0.913425 1.222571 0.0 -0.1 0.0
H -0.563332 0.338542 1.476150 0.1 -0.1 -0.1